Record 1
This record from OMol25 describes a structure of composition C35H75N5O17S2. The level of theory is the ωB97M-V functional and the def2-TZVPD basis.

Properties
DFT total energy   -3726.22312 a.u.

The geometry in ORCA input format:
```
! RIJCOSX wB97M-V def2-TZVPD def2/J DEFGRID3
* xyz 0 1
C -24.080 24.379 -22.345
C -22.708 23.928 -22.895
O -22.405 22.781 -22.705
N -22.062 24.840 -23.591
C -20.660 24.586 -23.923
H -24.540 25.294 -22.718
H -23.907 24.596 -21.291
H -24.711 23.507 -22.520
H -22.432 25.769 -23.735
H -20.266 25.334 -24.611
H -20.347 23.652 -24.388
H -20.104 24.777 -23.006
C -13.713 20.035 -20.359
C -14.581 21.287 -20.467
O -14.065 22.392 -20.710
N -15.889 21.055 -20.064
C -16.778 22.142 -19.545
H -14.218 19.239 -19.811
H -12.833 20.307 -19.776
H -13.557 19.732 -21.394
H -16.136 20.121 -19.772
H -17.722 21.997 -20.070
H -16.414 23.139 -19.791
H -16.838 22.068 -18.459
C -19.589 23.564 -26.510
C -20.097 22.455 -25.607
O -19.341 21.804 -24.943
N -21.364 22.265 -25.650
C -22.156 21.420 -24.838
H -19.650 23.154 -27.518
H -18.536 23.805 -26.368
H -20.177 24.449 -26.269
H -21.926 22.896 -26.204
H -23.102 21.957 -24.759
H -21.701 21.227 -23.867
H -22.439 20.513 -25.372
C -12.464 22.878 -25.793
C -13.159 23.052 -24.429
O -12.853 24.066 -23.785
N -14.161 22.268 -24.035
C -14.815 22.487 -22.760
H -12.290 23.793 -26.360
H -13.103 22.262 -26.425
H -11.540 22.335 -25.594
H -14.653 21.591 -24.600
H -13.973 22.628 -22.082
H -15.299 21.519 -22.634
H -15.492 23.332 -22.635
C -14.403 19.308 -25.765
C -15.302 20.509 -25.944
O -14.907 21.399 -26.626
N -16.376 20.590 -25.139
C -17.165 21.748 -24.965
H -14.882 18.506 -25.204
H -13.542 19.611 -25.170
H -13.972 18.814 -26.636
H -16.602 19.809 -24.538
H -18.206 21.425 -24.971
H -17.187 22.477 -25.775
H -17.097 22.164 -23.960
C -22.020 20.546 -22.587
C -21.519 20.261 -21.170
O -20.348 19.468 -21.287
S -20.375 18.605 -22.749
O -20.544 17.153 -22.578
O -19.208 19.178 -23.424
O -21.765 19.330 -23.334
H -21.513 21.391 -23.052
H -23.078 20.771 -22.722
H -22.270 19.690 -20.623
H -21.492 21.122 -20.502
C -21.059 24.281 -20.644
C -20.631 25.643 -19.886
O -20.548 25.169 -18.564
S -19.699 23.806 -18.473
O -20.000 23.046 -17.309
O -18.318 24.097 -18.725
O -20.480 23.180 -19.860
H -20.774 24.173 -21.690
H -22.137 24.146 -20.739
H -21.493 26.310 -19.912
H -19.727 26.096 -20.293
C -15.726 26.563 -21.537
C -16.549 25.425 -21.160
C -16.673 25.556 -19.691
O -15.442 26.126 -19.301
C -14.749 26.839 -20.417
H -16.241 27.448 -21.912
H -15.222 26.211 -22.437
H -15.983 24.519 -21.376
H -17.498 25.226 -21.657
H -16.735 24.569 -19.233
H -17.344 26.326 -19.309
H -13.865 26.306 -20.766
H -14.714 27.900 -20.172
C -18.947 20.372 -19.716
C -19.186 21.468 -18.676
C -19.640 20.634 -17.450
O -19.845 19.227 -17.964
C -19.046 19.047 -19.083
H -18.026 20.627 -20.241
H -19.826 20.385 -20.360
H -19.981 22.180 -18.896
H -18.284 22.076 -18.603
H -20.583 21.027 -17.070
H -18.959 20.740 -16.607
H -19.496 18.257 -19.683
H -18.049 18.661 -18.872
C -15.359 19.144 -22.727
C -16.748 19.210 -23.383
C -17.624 18.608 -22.184
O -16.768 18.254 -21.057
C -15.426 18.060 -21.630
H -15.181 20.067 -22.176
H -14.508 19.145 -23.409
H -16.696 18.568 -24.263
H -17.158 20.209 -23.533
H -18.123 17.732 -22.599
H -18.371 19.307 -21.811
H -15.230 17.018 -21.883
H -14.625 18.287 -20.925
C -18.470 23.049 -21.108
C -18.983 21.740 -21.567
C -19.025 21.844 -23.079
O -17.848 22.645 -23.344
C -17.660 23.538 -22.319
H -17.917 23.144 -20.173
H -19.245 23.796 -20.932
H -19.934 21.539 -21.074
H -18.240 20.990 -21.297
H -19.807 22.511 -23.444
H -19.067 20.974 -23.734
H -17.938 24.586 -22.427
H -16.624 23.376 -22.021
*
```

Record 2
This record from OMol25 describes a structure of composition C35H76Cl12OS. The level of theory is the ωB97M-V functional and the def2-TZVPD basis.

Properties
DFT total energy   -7374.04512 a.u.

The geometry in ORCA input format:
```
! RIJCOSX wB97M-V def2-TZVPD def2/J DEFGRID3
* xyz 0 1
C -0.262 -6.428 -0.090
S 0.172 -5.746 1.515
O 0.973 -6.787 2.184
C 1.296 -4.435 1.002
H 0.573 -7.040 -0.422
H -0.578 -5.650 -0.785
H -1.131 -7.057 0.098
H 1.859 -4.832 0.157
H 1.861 -4.129 1.875
H 0.740 -3.572 0.624
C -0.656 3.887 -3.315
Cl 0.885 3.547 -2.533
Cl -1.761 4.732 -2.232
Cl -0.439 4.840 -4.783
Cl -1.396 2.306 -3.725
C -0.417 0.622 7.327
Cl -0.209 -0.310 5.856
Cl 0.897 0.179 8.450
Cl -0.448 2.342 7.048
Cl -1.936 0.099 8.100
C 1.013 -5.034 6.142
Cl 2.343 -4.651 4.998
Cl 1.328 -6.600 6.860
Cl 0.935 -3.751 7.339
Cl -0.485 -5.014 5.189
C -4.352 2.367 -0.037
C -3.917 3.792 0.328
C -4.504 4.234 1.662
C -3.861 5.468 2.280
C -2.518 5.145 2.963
C -1.964 6.369 3.685
H -4.730 1.748 0.783
H -3.663 1.780 -0.639
H -5.285 2.495 -0.606
H -2.840 3.947 0.285
H -4.372 4.527 -0.347
H -4.395 3.428 2.406
H -5.592 4.354 1.646
H -3.673 6.243 1.530
H -4.507 5.847 3.079
H -2.669 4.313 3.653
H -1.818 4.852 2.171
H -1.086 6.087 4.267
H -1.704 7.154 2.984
H -2.725 6.645 4.420
C -2.766 -3.213 -7.074
C -1.856 -3.322 -5.837
C -2.417 -2.556 -4.634
C -1.465 -2.573 -3.451
C -1.969 -1.835 -2.224
C -1.031 -1.950 -1.035
H -3.795 -3.437 -6.807
H -2.433 -3.744 -7.969
H -2.703 -2.187 -7.479
H -1.862 -4.399 -5.598
H -0.818 -3.038 -6.017
H -3.423 -2.909 -4.386
H -2.527 -1.510 -4.961
H -1.206 -3.604 -3.174
H -0.516 -2.127 -3.781
H -2.187 -0.781 -2.446
H -2.968 -2.233 -2.003
H 0.010 -1.798 -1.307
H -1.347 -1.427 -0.127
H -1.169 -2.969 -0.628
C 2.049 -1.852 3.469
C 0.656 -2.341 3.048
C -0.148 -1.254 2.366
C 0.497 -0.844 1.035
C -0.423 0.037 0.157
C -0.510 1.490 0.614
H 2.056 -0.789 3.728
H 2.812 -2.202 2.783
H 2.286 -2.255 4.465
H 0.808 -3.179 2.363
H 0.148 -2.758 3.922
H -0.202 -0.335 2.957
H -1.129 -1.669 2.126
H 1.540 -0.519 1.057
H 0.573 -1.783 0.452
H 0.101 0.035 -0.803
H -1.397 -0.447 0.120
H -0.261 1.620 1.661
H 0.055 2.110 -0.083
H -1.499 1.930 0.428
C 1.400 3.477 3.800
C 2.493 3.229 4.837
C 3.821 3.965 4.546
C 4.808 3.134 3.733
C 5.716 3.991 2.852
C 6.707 4.800 3.702
H 0.423 3.456 4.293
H 1.366 2.699 3.037
H 1.427 4.454 3.313
H 2.174 3.618 5.810
H 2.673 2.160 4.970
H 4.293 4.367 5.442
H 3.545 4.864 3.976
H 5.368 2.502 4.426
H 4.300 2.512 2.986
H 6.242 3.415 2.092
H 5.056 4.689 2.327
H 7.566 4.184 3.959
H 7.044 5.748 3.261
H 6.228 5.212 4.596
C 0.244 -1.446 -8.462
C 1.364 -2.387 -8.076
C 0.981 -3.378 -6.974
C 0.319 -2.827 -5.735
C 1.013 -1.681 -5.013
C 0.189 -1.273 -3.800
H -0.551 -2.007 -8.953
H 0.635 -0.779 -9.235
H -0.126 -0.877 -7.615
H 1.642 -2.972 -8.956
H 2.269 -1.871 -7.750
H 1.922 -3.862 -6.655
H 0.422 -4.238 -7.358
H -0.673 -2.441 -6.015
H 0.149 -3.640 -5.020
H 2.036 -1.993 -4.787
H 1.027 -0.799 -5.665
H 0.431 -0.405 -3.177
H -0.864 -1.330 -4.076
H 0.377 -1.970 -2.954
*
```

Record 3
This record from OMol25 describes a structure of composition C35H77AsF7O23S7. The level of theory is the ωB97M-V functional and the def2-TZVPD basis.

Properties
DFT total energy   -8832.62818 a.u.

The geometry in ORCA input format:
```
! RIJCOSX wB97M-V def2-TZVPD def2/J DEFGRID3
* xyz -1 1
As 0.117 0.468 -0.076
F -0.366 -0.825 0.982
F -1.507 1.091 -0.042
F 0.648 1.759 -1.113
F 1.729 -0.185 -0.065
F -0.265 -0.446 -1.498
F 0.515 1.442 1.256
C -4.529 -1.205 -4.164
C -3.610 -1.879 -3.143
C -2.195 -1.632 -3.723
O -2.396 -1.316 -5.099
C -3.757 -1.469 -5.452
H -4.545 -0.128 -3.980
H -5.543 -1.601 -4.174
H -3.785 -2.959 -3.175
H -3.780 -1.534 -2.125
H -1.627 -2.552 -3.580
H -1.746 -0.772 -3.226
H -3.977 -2.482 -5.820
H -3.981 -0.768 -6.256
C -1.230 -3.747 0.069
C -1.096 -4.571 1.354
C -1.571 -5.974 0.982
O -2.152 -5.888 -0.319
C -1.515 -4.803 -0.992
H -0.311 -3.221 -0.202
H -1.950 -2.931 0.071
H -1.707 -4.105 2.137
H -0.106 -4.516 1.808
H -2.311 -6.381 1.668
H -0.714 -6.656 0.925
H -2.208 -4.448 -1.758
H -0.607 -5.153 -1.497
O 4.510 -0.652 2.660
S 4.400 0.780 2.580
O 3.349 1.436 3.253
O 5.751 1.416 3.144
C 6.973 1.092 2.446
C 8.125 1.325 3.393
C 4.431 1.313 0.897
H 7.065 1.812 1.630
H 6.944 0.073 2.062
H 8.063 0.776 4.330
H 8.219 2.388 3.615
H 9.046 1.016 2.891
H 5.054 0.674 0.274
H 4.785 2.338 0.912
H 3.394 1.223 0.578
O 0.742 0.873 4.260
S 0.614 -0.440 4.742
O 0.960 -0.799 6.089
O -0.938 -0.815 4.558
C -1.469 -1.926 5.315
C -2.143 -1.452 6.579
C 1.390 -1.572 3.625
H -0.677 -2.640 5.547
H -2.198 -2.378 4.642
H -2.525 -2.326 7.112
H -2.931 -0.730 6.372
H -1.421 -0.961 7.234
H 1.032 -1.338 2.629
H 1.051 -2.553 3.966
H 2.461 -1.512 3.794
O 2.453 3.806 2.033
S 2.298 4.622 0.890
O 2.786 5.971 0.850
O 2.894 3.805 -0.342
C 3.209 4.523 -1.543
C 3.956 3.534 -2.426
C 0.602 4.681 0.424
H 3.854 5.374 -1.323
H 2.300 4.907 -2.014
H 4.112 3.959 -3.419
H 3.356 2.638 -2.581
H 4.914 3.321 -1.958
H 0.540 5.065 -0.593
H 0.060 5.303 1.128
H 0.236 3.657 0.406
O 7.279 -3.408 -0.652
S 6.225 -2.538 -0.256
O 6.427 -1.130 -0.219
O 5.033 -2.857 -1.246
C 3.867 -2.010 -1.145
C 2.631 -2.840 -1.447
C 5.579 -3.128 1.271
H 3.948 -1.222 -1.893
H 3.778 -1.525 -0.173
H 2.698 -3.211 -2.471
H 1.736 -2.227 -1.362
H 2.571 -3.695 -0.770
H 4.545 -2.832 1.424
H 6.116 -2.642 2.085
H 5.740 -4.201 1.283
O -6.016 -1.147 2.240
S -4.747 -1.459 2.816
O -4.374 -0.825 4.030
O -4.687 -3.032 3.069
C -4.984 -3.900 1.969
C -5.240 -5.284 2.530
C -3.451 -1.263 1.642
H -4.178 -3.975 1.230
H -5.834 -3.510 1.404
H -5.566 -5.935 1.715
H -6.063 -5.281 3.244
H -4.329 -5.680 2.972
H -2.502 -1.537 2.095
H -3.469 -0.225 1.314
H -3.701 -1.876 0.780
O 2.991 1.470 -5.705
S 1.643 1.069 -5.910
O 0.905 1.530 -7.041
O 1.685 -0.528 -5.948
C 0.445 -1.170 -6.288
C 0.429 -1.742 -7.686
C 0.672 1.305 -4.439
H -0.381 -0.470 -6.183
H 0.257 -1.977 -5.579
H 1.098 -2.596 -7.807
H 0.671 -0.999 -8.445
H -0.579 -2.119 -7.881
H 0.605 0.395 -3.854
H -0.310 1.590 -4.821
H 1.042 2.150 -3.865
O -2.211 4.442 2.314
S -1.699 3.572 3.333
O -0.313 3.356 3.428
O -2.224 4.085 4.757
C -3.390 4.907 4.778
C -3.617 5.397 6.195
C -2.531 2.008 3.204
H -4.251 4.373 4.363
H -3.295 5.772 4.117
H -4.681 5.524 6.397
H -3.034 6.285 6.419
H -3.344 4.600 6.893
H -2.173 1.351 3.989
H -2.259 1.702 2.194
H -3.594 2.217 3.301
F -0.470 5.033 -2.805
C -1.357 4.371 -3.573
C -1.575 4.788 -4.870
C -2.508 4.144 -5.656
C -3.202 3.047 -5.151
C -2.966 2.634 -3.847
C -2.037 3.285 -3.056
H -1.026 5.655 -5.219
H -2.648 4.408 -6.695
H -3.920 2.536 -5.779
H -3.545 1.804 -3.461
H -1.883 2.969 -2.031
*
```

Number 1: HOMO-LUMO gap 5.59 eV, HOMO level -6.28 eV, LUMO -0.6842 eV. Number 2: HOMO-LUMO gap 7.08 eV, HOMO level -6.95 eV, LUMO 0.1383 eV. Number 3: HOMO-LUMO gap 9.64 eV, HOMO level -7.76 eV, LUMO 1.8806 eV.